Below is a structure of composition C46H55CoN4O2 in a non-equilibrium geometry, with properties calculated with ωB97M-V/def2-TZVPD.

Geometry as ORCA input:
```
! RIJCOSX wB97M-V def2-TZVPD def2/J DEFGRID3
* xyz 0 5
Co 0.10 -0.14 -0.81
C -2.63 5.14 0.11
C -1.88 5.13 -1.20
C -0.85 4.06 -1.31
C 0.50 4.18 -1.20
C 1.32 5.42 -0.97
C 1.94 5.99 -2.24
C 1.01 2.79 -1.27
C 2.37 2.47 -1.21
C 2.86 1.14 -1.16
C 4.29 0.81 -1.21
C 5.42 1.78 -1.33
C 5.96 2.26 0.02
C 4.35 -0.56 -1.16
C 2.97 -1.04 -1.12
C 2.67 -2.38 -0.99
C 1.38 -2.93 -0.88
N 0.26 -2.22 -1.13
C -0.79 -3.06 -1.10
C -2.12 -2.73 -1.36
C -2.59 -1.45 -1.60
N -1.85 -0.31 -1.51
C -2.68 0.73 -1.80
C -2.37 2.07 -1.79
C -1.14 2.63 -1.47
N 0.00 1.90 -1.32
C -4.03 0.24 -2.16
C -3.97 -1.11 -2.00
C -5.09 -2.10 -2.18
C -5.74 -2.43 -0.83
C -5.20 1.09 -2.58
C -5.09 1.70 -4.00
C -0.34 -4.41 -0.71
C 1.02 -4.34 -0.59
C 1.97 -5.39 -0.16
C 2.33 -5.18 1.34
C -1.20 -5.65 -0.51
C -1.92 -5.60 0.84
N 2.12 0.02 -1.09
C 5.57 -1.42 -1.28
C 5.78 -1.96 -2.70
H -3.40 5.91 0.14
H -1.96 5.32 0.94
H -3.12 4.17 0.28
H -1.41 6.09 -1.33
H -2.63 5.07 -2.01
H 2.12 5.23 -0.25
H 0.68 6.19 -0.50
H 2.59 5.23 -2.70
H 2.57 6.84 -1.98
H 1.18 6.30 -2.96
H 3.11 3.24 -1.24
H 5.06 2.62 -1.94
H 6.24 1.35 -1.94
H 5.19 2.74 0.62
H 6.76 2.98 -0.14
H 6.37 1.42 0.60
H 3.51 -3.07 -0.97
H -2.87 -3.53 -1.37
H -3.17 2.78 -1.97
H -4.71 -3.00 -2.66
H -5.82 -1.73 -2.90
H -4.98 -2.82 -0.14
H -6.52 -3.18 -0.92
H -6.16 -1.54 -0.40
H -5.35 1.90 -1.85
H -6.11 0.47 -2.49
H -4.19 2.30 -4.15
H -5.94 2.36 -4.21
H -5.10 0.91 -4.74
H 2.89 -5.39 -0.76
H 1.50 -6.38 -0.31
H 2.98 -4.31 1.42
H 2.89 -6.04 1.73
H 1.45 -4.98 1.93
H -0.58 -6.54 -0.59
H -1.95 -5.70 -1.32
H -1.21 -5.63 1.65
H -2.60 -6.43 0.93
H -2.46 -4.65 0.93
H 5.50 -2.23 -0.56
H 6.45 -0.84 -0.96
H 4.90 -2.53 -3.00
H 6.66 -2.60 -2.73
H 5.90 -1.11 -3.38
C -1.52 1.18 7.16
C -1.08 0.75 5.77
C -0.86 -0.60 5.44
C -0.21 -0.94 4.27
C -0.07 -2.38 3.86
C 0.11 0.08 3.37
C -0.07 1.42 3.67
C 0.18 2.47 2.62
C -0.66 1.74 4.89
C 0.50 -0.30 1.96
O 1.47 -1.04 1.74
O -0.31 0.19 1.09
H -1.35 0.39 7.88
H -2.58 1.42 7.18
H -0.92 2.03 7.48
H -1.23 -1.36 6.11
H -0.60 -3.03 4.54
H 0.97 -2.69 3.79
H -0.52 -2.53 2.87
H 1.04 2.24 2.01
H 0.28 3.43 3.06
H -0.67 2.48 1.91
H -0.82 2.78 5.14
*
```

Summary:
- gap between HOMO and LUMO (alpha / beta) (eV) = 5.44 / 4.45

=====

Below is a cluster of 6 separate species, C46H55N3O3S in total in a non-equilibrium geometry, with properties calculated with ωB97M-V/def2-TZVPD.

Geometry as ORCA input:
```
! RIJCOSX wB97M-V def2-TZVPD def2/J DEFGRID3
* xyz 0 1
C 0.62 -6.14 -2.29
C 0.51 -4.79 -1.32
O 0.22 -5.20 0.06
C -0.39 -4.08 0.84
C 0.30 -2.62 0.42
C 1.89 -2.26 0.78
O 2.66 -3.30 1.48
C 2.25 -3.45 2.89
C 1.53 -2.13 3.55
C 2.61 -0.82 0.32
C 4.19 -0.52 0.63
C 4.68 -0.89 2.15
C 1.65 0.26 -0.51
C 2.37 1.66 -0.97
C 1.35 2.88 -1.37
O 2.21 3.99 -1.89
C 0.44 3.46 -0.14
N 1.35 4.17 0.86
C 0.10 -0.20 -0.80
N -0.94 0.59 -1.57
S -2.48 -0.24 -1.65
N -2.15 -1.75 -0.79
C -0.69 -1.58 -0.40
H 1.60 -6.72 -1.99
H -0.35 -6.82 -2.17
H 0.74 -5.75 -3.41
H -0.37 -4.15 -1.82
H 1.57 -4.25 -1.45
H -0.29 -4.28 1.99
H -1.54 -4.09 0.58
H 1.59 -4.42 3.10
H 3.25 -3.63 3.51
H 0.39 -2.11 3.20
H 2.05 -1.11 3.31
H 1.49 -2.32 4.72
H 4.55 0.57 0.41
H 4.82 -1.22 -0.10
H 5.80 -0.48 2.25
H 4.79 -2.07 2.33
H 4.08 -0.36 3.01
H 3.19 1.42 -1.80
H 2.99 2.04 -0.03
H 0.72 2.52 -2.31
H 2.56 3.61 -2.76
H -0.30 2.69 0.35
H -0.24 4.32 -0.60
H 1.76 3.39 1.43
H 0.76 4.81 1.44
C -5.43 2.12 -6.87
C -4.31 2.38 -6.08
C -4.07 1.60 -4.94
C -4.93 0.55 -4.62
C -6.04 0.29 -5.42
C -6.30 1.07 -6.54
H -5.62 2.72 -7.75
H -3.64 3.19 -6.33
H -3.21 1.80 -4.32
H -4.74 -0.06 -3.74
H -6.72 -0.53 -5.16
H -7.16 0.87 -7.16
C -7.90 3.46 -9.90
C -7.84 4.67 -10.60
C -7.11 4.75 -11.79
C -6.46 3.62 -12.28
C -6.52 2.41 -11.58
C -7.24 2.34 -10.39
H -8.47 3.40 -8.97
H -8.36 5.54 -10.22
H -7.06 5.69 -12.33
H -5.89 3.68 -13.21
H -6.01 1.54 -11.97
H -7.28 1.40 -9.84
C 5.72 -6.95 1.31
C 4.78 -6.20 2.01
C 4.52 -6.48 3.35
C 5.20 -7.51 3.99
C 6.14 -8.27 3.29
C 6.40 -7.99 1.95
H 5.92 -6.74 0.26
H 4.26 -5.38 1.52
H 3.79 -5.89 3.90
H 5.01 -7.73 5.04
H 6.67 -9.08 3.79
H 7.12 -8.59 1.40
C -0.31 6.95 3.45
C -1.47 6.42 4.01
C -1.46 5.93 5.31
C -0.28 5.98 6.07
C 0.88 6.51 5.51
C 0.87 6.99 4.20
H -0.31 7.33 2.43
H -2.39 6.39 3.43
H -2.36 5.51 5.75
H -0.28 5.60 7.09
H 1.79 6.55 6.10
H 1.78 7.40 3.77
C 1.63 0.46 6.96
C 0.69 1.22 7.66
C 0.43 0.93 9.00
C 1.11 -0.10 9.64
C 2.05 -0.86 8.94
C 2.30 -0.58 7.60
H 1.83 0.68 5.91
H 0.17 2.03 7.17
H -0.30 1.52 9.55
H 0.91 -0.32 10.69
H 2.58 -1.67 9.44
H 3.03 -1.18 7.05
*
```

Summary:
- gap between HOMO and LUMO (eV) = 6.60
- SMILES = CCOCc1c(OCC)c(CC)c(C[C@H](O)CN)c2nsnc12.c1ccccc1.c1ccccc1.c1ccccc1.c1ccccc1.c1ccccc1

=====

Below is a structure of composition C46H56BN13O2S5SeV, with properties calculated with ωB97M-V/def2-TZVPD.

Geometry as ORCA input:
```
! RIJCOSX wB97M-V def2-TZVPD def2/J DEFGRID3
* xyz 0 2
V -1.14 1.05 -0.97
C -0.81 -0.72 3.87
C -0.40 -1.39 2.60
C -0.33 -2.75 2.45
C 0.01 -3.31 1.20
N 0.34 -2.55 0.19
N 0.28 -1.24 0.34
B 0.63 -0.29 -0.86
N 1.95 0.44 -0.43
N 2.76 -0.16 0.43
C 3.82 0.48 0.86
C 4.14 1.76 0.34
C 3.31 2.38 -0.54
C 3.55 3.75 -1.07
C 2.10 1.70 -0.88
S 0.81 2.41 -1.71
C 4.61 -0.22 1.96
C 5.75 0.66 2.48
C 3.65 -0.53 3.11
C 5.19 -1.53 1.41
N 0.89 -1.08 -2.17
N 2.00 -1.83 -2.17
C 2.28 -2.55 -3.22
C 1.41 -2.57 -4.34
C 0.31 -1.78 -4.37
C -0.62 -1.72 -5.54
C 0.06 -0.96 -3.22
S -1.22 0.15 -3.21
C 3.57 -3.35 -3.22
C 3.24 -4.84 -3.42
C 4.45 -2.87 -4.38
C 4.32 -3.17 -1.91
C -0.13 -0.62 1.44
S -0.39 1.09 1.34
C 0.07 -4.82 0.97
C -0.18 -5.13 -0.51
C 1.47 -5.29 1.37
C -0.98 -5.54 1.81
H -0.97 -1.45 4.66
H -1.72 -0.15 3.71
H -0.04 -0.01 4.19
H -0.57 -3.39 3.28
H 5.03 2.27 0.67
H 4.51 4.14 -0.75
H 2.75 4.42 -0.72
H 3.50 3.76 -2.16
H 5.38 1.61 2.87
H 6.49 0.87 1.70
H 6.26 0.14 3.29
H 3.21 0.38 3.52
H 4.19 -1.04 3.92
H 2.84 -1.18 2.77
H 5.87 -1.34 0.58
H 4.38 -2.18 1.06
H 5.74 -2.05 2.19
H 1.64 -3.20 -5.19
H -0.31 -2.42 -6.32
H -0.65 -0.71 -5.95
H -1.64 -1.96 -5.23
H 2.71 -5.02 -4.35
H 2.62 -5.21 -2.60
H 4.17 -5.42 -3.44
H 3.96 -3.00 -5.35
H 5.38 -3.43 -4.40
H 4.69 -1.81 -4.27
H 3.72 -3.49 -1.06
H 4.58 -2.12 -1.75
H 5.24 -3.76 -1.93
H 0.56 -4.63 -1.14
H -1.17 -4.79 -0.82
H -0.11 -6.20 -0.67
H 2.23 -4.80 0.76
H 1.56 -6.37 1.22
H 1.68 -5.07 2.42
H -1.98 -5.14 1.62
H -0.78 -5.48 2.88
H -0.99 -6.60 1.55
O -4.24 1.74 -2.37
C -4.62 3.04 -2.45
C -5.81 3.38 -3.09
C -6.23 4.69 -3.17
C -5.45 5.70 -2.61
C -4.28 5.37 -1.97
C -3.84 4.05 -1.87
C -2.59 3.77 -1.11
O -2.02 2.61 -1.31
N -2.15 4.65 -0.28
N -1.05 4.18 0.43
C -0.28 5.09 0.85
S 1.12 4.67 1.85
C 1.94 6.27 1.61
C 0.86 7.34 1.60
S -0.46 6.81 0.48
H -4.96 1.16 -2.66
H -6.42 2.58 -3.51
H -7.16 4.93 -3.67
H -5.77 6.74 -2.68
H -3.66 6.13 -1.51
H 2.49 6.27 0.67
H 2.63 6.41 2.44
H 1.25 8.29 1.22
H 0.46 7.50 2.60
N -2.21 -0.64 -0.58
C -3.21 -1.23 -0.64
C -4.40 -1.91 -0.77
C -5.25 -1.46 -1.81
N -5.88 -1.01 -2.67
C -4.78 -2.85 0.21
N -5.04 -3.61 1.05
C -5.23 -0.76 3.15
N -4.48 0.42 3.53
C -4.03 0.70 4.81
C -3.39 1.88 4.76
N -3.46 2.33 3.46
C -2.89 3.56 2.94
C -4.15 1.44 2.70
Se -4.52 1.61 0.91
H -6.19 -0.78 3.67
H -4.66 -1.66 3.38
H -5.40 -0.70 2.08
H -4.20 0.02 5.63
H -2.89 2.45 5.53
H -2.45 4.11 3.76
H -3.67 4.15 2.46
H -2.13 3.34 2.19
*
```

Summary:
- gap between HOMO and LUMO (alpha / beta) (eV) = 6.45 / 6.38

=====

Below is a structure of composition C46H56ClN8O4STi in a non-equilibrium geometry, with properties calculated with ωB97M-V/def2-TZVPD.

Geometry as ORCA input:
```
! RIJCOSX wB97M-V def2-TZVPD def2/J DEFGRID3
* xyz 1 3
Ti -0.23 -0.30 0.55
C 1.34 -2.15 -2.71
N 1.59 -0.85 -2.11
C 0.63 0.17 -2.46
C 2.18 -0.74 -0.88
N 1.66 0.09 0.02
C 2.52 0.96 0.70
C 3.57 1.50 -0.05
C 4.50 2.37 0.51
C 4.41 2.71 1.83
C 3.35 2.22 2.63
C 3.29 2.60 3.98
C 2.24 2.20 4.77
C 1.25 1.39 4.24
C 1.30 0.93 2.92
N 0.25 0.17 2.45
C -0.41 -0.69 3.19
N -1.73 -0.87 2.77
C -2.57 0.32 2.98
C -2.38 -2.15 2.96
N 0.10 -1.41 4.22
C 1.52 -1.68 4.31
C -0.64 -1.70 5.43
C 2.37 1.35 2.07
N 3.34 -1.45 -0.67
C 4.32 -1.67 -1.71
C 3.80 -1.71 0.68
H 0.31 -2.47 -2.50
H 2.02 -2.88 -2.29
H 1.48 -2.09 -3.79
H 0.40 0.08 -3.52
H 1.06 1.16 -2.27
H -0.31 0.09 -1.86
H 3.63 1.25 -1.10
H 5.29 2.78 -0.11
H 5.13 3.36 2.29
H 4.08 3.22 4.38
H 2.18 2.52 5.80
H 0.40 1.12 4.85
H -2.21 0.90 3.84
H -3.60 0.02 3.18
H -2.54 0.97 2.09
H -1.62 -2.92 3.08
H -2.98 -2.39 2.08
H -3.05 -2.18 3.83
H 1.95 -1.64 3.31
H 1.66 -2.68 4.72
H 2.03 -0.96 4.95
H -1.63 -1.27 5.40
H -0.10 -1.25 6.28
H -0.71 -2.77 5.60
H 3.97 -1.26 -2.65
H 4.52 -2.74 -1.83
H 5.25 -1.17 -1.43
H 2.94 -1.68 1.35
H 4.55 -0.97 1.01
H 4.25 -2.70 0.71
O -2.38 0.03 0.01
S -3.23 -1.07 -0.53
C -4.83 -0.80 0.36
C -5.58 -2.06 0.65
C -5.04 -3.32 0.42
C -5.77 -4.46 0.72
C -7.04 -4.35 1.26
C -7.60 -3.10 1.47
C -6.87 -1.96 1.17
C -3.77 -0.46 -2.22
C -4.65 0.73 -2.15
C -4.11 1.96 -1.78
C -4.94 3.07 -1.65
C -6.29 2.97 -1.92
C -6.83 1.74 -2.28
C -6.02 0.63 -2.39
H -5.47 -0.11 -0.20
H -4.53 -0.30 1.28
H -4.05 -3.42 -0.01
H -5.35 -5.44 0.54
H -7.61 -5.24 1.50
H -8.59 -2.99 1.88
H -7.30 -0.99 1.33
H -4.26 -1.32 -2.69
H -2.83 -0.24 -2.74
H -3.06 2.04 -1.56
H -4.52 4.02 -1.36
H -6.93 3.84 -1.84
H -7.89 1.64 -2.47
H -6.44 -0.32 -2.68
N -0.46 1.65 0.30
C 0.03 2.71 0.43
N 0.55 3.89 0.49
C 1.16 4.52 -0.67
C 0.38 5.80 -0.99
O 0.35 6.66 0.13
C -0.27 6.04 1.24
C 0.46 4.76 1.64
H 1.14 3.84 -1.52
H 2.20 4.77 -0.42
H -0.64 5.55 -1.31
H 0.88 6.36 -1.79
H -1.32 5.81 1.00
H -0.25 6.77 2.04
H -0.05 4.25 2.46
H 1.48 5.01 1.96
Cl -0.22 -8.60 -0.44
C -0.23 -6.88 -0.24
C 0.67 -6.30 0.65
C 0.67 -4.93 0.82
C -0.22 -4.12 0.09
C -1.12 -4.74 -0.79
C -1.13 -6.10 -0.95
C -0.17 -2.68 0.25
O 0.52 -2.11 1.15
O -0.79 -1.87 -0.54
H 1.37 -6.92 1.18
H 1.36 -4.46 1.50
H -1.82 -4.11 -1.33
H -1.83 -6.56 -1.63
*
```

Summary:
- gap between HOMO and LUMO (alpha / beta) (eV) = 5.09 / 7.50